# 1
{"formula": "C2H7S", "method": "ωB97M-V with the def2-TZVPD basis set", "total_energy_ha": -478.5862, "gap_ev": 6.427, "charge": -1, "homo_energy_ev": -2.4, "lumo_ha": 0.1485, "species": ["C", "C", "H", "H", "H", "H", "S", "H", "H", "H"], "coordinates": [[-0.55, -1.48, -1.32], [-0.53, -0.25, -2.37], [-0.68, 0.93, 1.71], [-1.47, 0.38, -2.26], [-0.31, -0.61, -3.49], [0.51, -1.84, -1.10], [0.64, 0.90, 1.96], [-1.33, -2.21, -1.48], [0.33, 0.38, -2.21], [-0.87, -1.04, -0.42]]}


# 2
{"formula": "C2H7S2", "method": "ωB97M-V with the def2-TZVPD basis set", "total_energy_ha": -876.7838, "gap_ev": 4.987, "charge": -1, "homo_energy_ev": -2.3, "lumo_ha": 0.1000, "species": ["H", "C", "S", "H", "C", "S", "H", "H", "H", "H", "H"], "coordinates": [[0.92, 1.28, -0.75], [-2.39, 0.43, -1.37], [4.53, -2.57, 3.35], [-2.35, 1.06, -2.26], [0.14, 0.76, -0.18], [-0.86, -0.46, -1.07], [5.83, -2.89, 3.45], [0.57, 0.21, 0.65], [-3.18, -0.31, -1.56], [-2.67, 1.02, -0.50], [-0.54, 1.49, 0.25]]}